The following is a quantum chemistry calculation of a cluster of 3 separate species, C36H33BI3N3O14P3 in total at a distorted geometry, from the OMol25 dataset.

```
93
Properties=species:S:1:pos:R:3:forces:R:3
C -0.914 -5.472 4.982 0.06 0.29 0.78
C -0.980 -3.947 5.008 -0.03 -0.96 0.13
I -1.451 -3.073 6.885 -0.05 -0.43 -0.40
C -0.776 -3.227 3.914 -0.31 0.56 0.19
I -0.393 -4.328 2.111 -0.12 0.68 0.38
C -0.835 -1.696 3.906 1.43 -0.32 -0.93
N -1.289 -1.250 2.573 -0.86 1.03 1.37
C -2.661 -1.620 2.184 -0.88 1.07 -1.49
P -3.973 -1.477 3.478 -0.66 -2.29 1.34
O -3.848 -2.617 4.386 0.65 -0.36 0.31
O -5.379 -1.634 2.704 1.03 1.84 0.22
O -3.879 -0.134 4.368 0.03 0.18 -1.26
C -0.952 0.040 2.246 -0.48 -0.53 0.54
N -0.868 0.366 0.976 -0.28 0.31 -0.47
N -0.654 0.968 3.274 2.01 -1.14 -1.84
P -0.498 2.558 2.603 -0.79 3.14 -0.83
O -1.646 2.921 1.782 -0.51 -0.69 0.32
O 0.834 2.730 1.713 -0.01 -0.81 1.61
O -0.372 3.669 3.754 0.38 -1.74 0.00
C 0.613 0.459 3.922 1.40 -0.02 0.30
B 1.025 1.175 5.316 -0.63 0.31 1.34
O 2.298 1.552 5.629 -0.07 -0.73 -0.49
O 0.040 1.444 6.242 0.15 -0.54 -0.99
C 0.606 -1.079 4.143 -0.73 0.80 0.36
O 0.842 -1.272 5.544 0.72 -0.22 -0.58
P 2.011 -1.994 3.276 0.54 -1.66 0.54
O 3.345 -1.264 3.997 -0.98 0.55 -0.97
I 2.162 -1.372 0.913 -0.06 0.37 0.32
H -1.012 -5.878 5.996 -0.10 0.08 -0.30
H 0.060 -5.808 4.597 -0.32 0.13 0.01
H -1.717 -5.875 4.349 0.23 0.13 0.19
H -1.435 -1.312 4.747 -0.03 -0.29 -0.33
H -2.963 -0.943 1.360 0.09 -0.32 0.22
H -2.758 -2.628 1.753 0.23 0.17 0.49
H -5.992 -0.934 2.993 -0.15 -0.25 -0.36
H -3.680 -0.437 5.273 -0.24 0.00 -0.17
H -0.027 0.828 0.639 -0.51 0.64 0.17
H -1.570 0.126 0.279 0.46 -0.49 -0.01
H 1.621 2.916 2.258 0.02 0.03 -0.37
H -1.300 3.915 3.926 0.31 0.25 0.23
H 1.447 0.658 3.215 -0.45 0.03 0.10
H 2.934 0.891 5.307 0.09 0.49 -0.10
H -0.687 0.847 6.004 -0.22 0.54 0.42
H 1.600 -1.865 5.683 -0.26 0.05 0.26
H 3.995 -1.119 3.286 0.14 0.03 0.45
C -1.744 2.102 -2.019 -0.16 -0.12 -0.01
C -2.510 2.048 -0.854 0.14 -0.07 -0.02
C -3.858 1.729 -0.928 0.17 -0.06 0.12
C -4.448 1.476 -2.161 0.09 0.02 -0.13
C -3.686 1.556 -3.326 -0.03 0.02 0.19
C -2.330 1.858 -3.250 0.24 0.06 0.06
C -4.313 1.336 -4.659 0.12 0.00 -0.45
O -3.647 1.401 -5.670 0.03 0.00 0.08
C -5.769 1.044 -4.721 -0.10 0.01 0.15
C -6.383 0.892 -5.958 -0.10 -0.03 -0.16
C -7.737 0.607 -6.028 -0.01 -0.01 0.09
C -8.483 0.463 -4.862 0.06 0.01 -0.04
C -7.877 0.618 -3.626 -0.17 -0.03 -0.04
C -6.522 0.918 -3.550 0.10 0.02 -0.11
C -5.893 1.117 -2.220 -0.37 -0.05 0.26
O -6.538 0.996 -1.198 0.10 -0.02 0.02
H -0.688 2.343 -1.963 -0.03 0.05 -0.02
H -2.056 2.250 0.117 -0.39 0.16 -0.63
H -4.453 1.681 -0.023 -0.12 0.01 -0.10
H -1.736 1.907 -4.154 -0.15 -0.02 -0.07
H -5.806 1.000 -6.867 0.10 0.01 0.10
H -8.215 0.494 -6.993 0.02 0.00 0.02
H -9.539 0.233 -4.919 0.02 0.01 0.00
H -8.460 0.511 -2.720 0.12 0.04 0.05
C 3.051 2.056 -3.249 -0.01 -0.04 0.04
C 2.935 1.232 -2.133 0.09 0.00 -0.05
C 3.974 0.387 -1.784 -0.27 0.07 0.07
C 5.129 0.350 -2.553 0.04 0.06 -0.15
C 5.236 1.156 -3.684 -0.08 -0.05 0.13
C 4.198 2.017 -4.024 -0.17 0.08 0.00
C 6.449 1.093 -4.547 0.15 0.21 -0.38
O 6.544 1.798 -5.529 -0.06 -0.01 0.05
C 7.532 0.142 -4.182 -0.03 -0.12 0.14
C 8.646 0.027 -5.004 0.16 -0.03 -0.10
C 9.668 -0.846 -4.668 -0.04 -0.02 0.08
C 9.587 -1.601 -3.502 -0.02 0.05 -0.05
C 8.476 -1.495 -2.681 0.14 -0.10 0.01
C 7.442 -0.631 -3.021 -0.01 0.09 -0.11
C 6.242 -0.552 -2.151 0.09 -0.30 0.34
O 6.161 -1.212 -1.133 -0.07 0.06 -0.02
H 2.242 2.724 -3.518 0.03 -0.01 -0.01
H 2.031 1.254 -1.534 0.01 0.02 -0.01
H 3.890 -0.251 -0.913 0.26 0.06 -0.14
H 4.286 2.654 -4.895 0.12 -0.08 -0.01
H 8.714 0.616 -5.910 -0.12 0.06 0.06
H 10.533 -0.937 -5.313 -0.02 0.01 0.01
H 10.390 -2.277 -3.238 -0.02 0.02 -0.01
H 8.413 -2.087 -1.777 -0.12 0.06 0.00
```
Positions in Å, forces in eV/Å.

Net charge   +1
LUMO level   -4.366 eV
Energy   -123848.84542 eV
HOMO level   -11.451 eV
Kohn-Sham gap   7.08 eV